{"formula": "C5H7ClO", "method": "ωB97M-V/def2-TZVPD", "relative_energy_kcal_mol": 52.5, "smiles": "CO/C=C/C=C/Cl", "max_force_ev_per_a": 3.706, "total_energy_ev": -19865.6737, "total_charge": 0, "spin_multiplicity": 1, "orbital_gap_ev": 8.61, "symbols": ["C", "O", "C", "C", "C", "C", "Cl", "H", "H", "H", "H", "H", "H", "H"], "positions_angstrom": [[2.182651, 0.618783, 0.047236], [1.191191, -0.398445, -0.254350], [-0.125237, -0.223137, -0.144454], [-0.886272, -1.309435, 0.106133], [-2.280303, -1.057008, 0.136333], [-2.843618, 0.098102, -0.300084], [-4.546635, 0.309842, -0.107102], [2.330003, 0.888144, 1.010811], [2.281944, 1.549454, -0.574571], [3.158291, 0.157559, -0.128083], [-0.367295, 0.845244, -0.059135], [-0.479444, -2.318240, 0.294008], [-2.835964, -1.665003, 0.804026], [-2.375346, 0.891248, -0.795637]], "atomic_forces_ev_per_a": [[0.8524, -0.7442, -3.5289], [2.4891, 0.5535, -0.2599], [1.1561, -0.1816, 1.5168], [1.0691, 0.9926, -0.6436], [-1.1531, 2.1516, 0.2227], [-0.6483, -2.7023, 0.9109], [-0.2973, 0.3315, 0.1379], [-0.8474, 0.7716, 3.5124], [-1.1741, -0.8543, 0.1343], [-0.2698, -0.4957, -0.4630], [-0.6912, -0.6214, -0.2896], [-0.0823, 0.8379, -0.3545], [-0.9532, -0.7796, -0.0280], [0.5501, 0.7405, -0.8675]], "nbo_charge": [-0.268, -0.502, 0.190, -0.337, -0.217, -0.232, -0.024, 0.181, 0.183, 0.201, 0.175, 0.235, 0.215, 0.201]}